1.
A molecular structure, C34H35BrCdN10O7, computed with ωB97M-V/def2-TZVPD.

Values from the calculation:
E_LUMO in Ha: 0.1301
Spin multiplicity: 1
Net charge: -2
Frontier orbital gap in eV: 6.591
M in g mol⁻¹: 888.03
Energy above the lowest of the compared OMol25 structures with the same formula, charge and spin in eV: 1.727

XYZ file:
```
88
Properties=species:S:1:pos:R:3:forces:R:3
Cd -0.36949 -0.68177 0.39410 0.2 0.6 0.1
O -0.35401 -2.99170 -3.33024 0.1 -0.1 0.1
C 0.01938 -2.44823 -2.26929 -0.4 0.2 0.0
N -0.72430 -2.15279 -1.21858 0.1 -0.2 -0.4
C -2.09640 -2.59465 -1.30343 0.0 0.0 -0.2
C -2.74586 -2.72434 0.05307 0.0 0.0 0.0
C -3.88092 -3.51350 0.22217 0.0 0.0 0.0
C -4.47535 -3.57720 1.46799 0.1 0.0 0.0
C -3.92024 -2.85993 2.51844 -0.1 0.0 0.0
C -2.79026 -2.10503 2.26686 0.0 0.0 0.1
N -2.22259 -2.04698 1.06737 -0.1 -0.1 0.0
C 1.50108 -2.13797 -2.13230 0.2 -0.2 -0.2
C 2.36206 -2.73221 -3.05741 0.0 0.1 0.0
C 3.72647 -2.56429 -2.91967 0.0 0.1 0.1
C 4.20069 -1.80981 -1.85443 0.0 0.0 -0.1
C 3.26969 -1.25046 -0.99474 0.1 0.0 0.0
N 1.95631 -1.39065 -1.13008 -0.1 -0.2 0.1
H -2.70655 -1.89109 -1.88998 0.0 0.0 0.0
H -2.15194 -3.55261 -1.83193 0.0 0.0 0.0
H -4.28589 -4.05827 -0.62181 0.0 0.0 0.0
H -5.36153 -4.18122 1.62362 0.0 0.0 0.0
H -4.35774 -2.88663 3.50725 0.0 0.0 0.0
H -2.30790 -1.51573 3.03985 0.0 0.0 0.0
H 1.91947 -3.31936 -3.84860 0.0 0.0 0.0
H 4.41477 -3.02444 -3.61916 0.0 0.0 0.0
H 5.26087 -1.67095 -1.68920 0.0 0.0 0.0
H 3.61114 -0.67733 -0.13474 0.0 0.0 -0.1
O 3.24328 -5.77773 4.20798 -0.1 0.0 0.0
C 2.51685 -4.88731 4.69898 0.0 0.2 -0.1
O 2.22114 -4.65565 5.88679 0.0 0.0 0.0
C 1.90275 -3.91295 3.65838 0.0 -0.2 0.0
C 1.65132 -4.35259 2.36102 0.0 0.0 0.0
C 1.10957 -3.47745 1.44022 0.1 0.0 0.0
N 0.81375 -2.21217 1.73795 0.1 0.0 0.3
C 1.04721 -1.77401 2.97872 0.0 0.0 0.1
C 1.59420 -2.59276 3.95933 0.0 -0.1 0.0
C 0.65274 -0.32042 3.27862 0.2 0.1 -0.1
O 1.28198 0.26515 4.16934 -0.1 0.0 0.0
O -0.27585 0.16683 2.56069 -0.2 -0.2 0.2
H 1.90484 -5.36902 2.09097 0.0 0.0 0.0
H 0.90920 -3.77857 0.41680 -0.1 0.0 0.0
H 1.77146 -2.20970 4.95411 0.0 0.0 0.0
C 2.72419 1.77939 -2.82100 -0.1 0.0 -0.1
C 1.36350 1.37967 -3.28072 -0.1 0.0 -0.2
N 0.39912 0.90433 -2.54005 0.0 0.1 0.1
C -0.66519 0.67925 -3.37823 -0.1 0.0 -0.1
C -0.33824 1.02734 -4.65324 0.0 0.0 0.0
N 0.96451 1.47819 -4.58372 0.0 0.0 0.1
H 2.83525 1.46107 -1.78888 0.0 0.0 0.0
H 2.85460 2.86387 -2.86996 0.0 0.0 0.0
H 3.49882 1.30533 -3.42805 0.0 0.0 0.0
H -1.58632 0.27016 -2.99344 0.0 0.0 0.0
H -0.87914 0.99784 -5.58311 0.0 0.0 0.0
H 1.52221 1.79663 -5.35279 0.0 0.0 0.0
C -0.74612 2.87548 0.63176 0.0 -0.1 -0.1
N 0.56777 3.25206 1.13265 0.1 -0.1 0.0
C 0.49457 3.78495 2.49366 0.0 0.0 0.0
C 1.56803 2.30751 0.93347 0.2 0.3 0.2
N 1.32737 1.13503 0.50472 -0.3 -0.5 -0.2
N 2.84692 2.76441 1.26570 0.0 -0.1 0.1
C 3.29575 4.06509 0.82609 0.0 0.0 0.0
C 3.88418 1.78321 1.46931 -0.1 0.0 0.0
H -1.36417 3.77417 0.58332 0.0 0.0 0.0
H -1.22729 2.13397 1.27591 0.0 0.0 0.0
H -0.64444 2.43962 -0.35805 -0.1 0.0 -0.1
H 0.09364 3.03196 3.18236 0.0 0.0 0.0
H -0.16266 4.65681 2.49709 0.0 0.0 0.0
H 1.48007 4.08397 2.84184 0.0 0.0 0.0
H 2.15614 0.57305 0.35535 0.0 0.2 -0.2
H 2.43819 4.66632 0.53787 0.0 0.0 0.0
H 3.97379 3.97962 -0.03580 0.0 0.0 0.0
H 3.83634 4.58134 1.62720 0.0 0.0 0.0
H 4.32282 1.41656 0.52718 0.0 0.0 0.0
H 3.47643 0.94199 2.03227 0.1 0.0 0.0
H 4.68368 2.23354 2.06061 0.0 0.0 0.0
Br -7.46636 4.43564 -0.46400 0.1 -0.1 0.0
C -5.77646 3.70847 -0.99122 -0.1 0.1 0.0
C -5.01553 4.40571 -1.91336 0.1 0.0 0.0
N -3.83315 3.96241 -2.32598 0.0 0.0 -0.1
C -3.38353 2.81307 -1.81747 0.0 0.0 0.0
C -4.08914 2.04859 -0.89550 0.0 -0.2 0.0
C -5.32703 2.51120 -0.47339 0.0 0.0 0.0
C -3.55360 0.69950 -0.34927 -0.2 0.4 0.0
O -4.38548 0.00744 0.24721 0.1 -0.1 0.0
O -2.33586 0.49701 -0.58707 0.2 -0.1 -0.1
H -5.36413 5.34279 -2.33377 0.0 0.0 0.0
H -2.41096 2.47670 -2.15638 0.0 0.0 0.0
H -5.88845 1.91523 0.23384 0.0 0.0 0.0
```
Forces are in eV/Å.

These are the Löwdin partial charges, in e, on atoms 1 to 6: atom 1 (Cd): 1.426, atom 2 (O): -0.044, atom 3 (C): -0.554, atom 4 (N): -0.051, atom 5 (C): -0.196, atom 6 (C): -0.271

***

2.
A molecular structure, C34H35Cl2N6O4STeZr, computed with ωB97M-V/def2-TZVPD.

Values from the calculation:
E_LUMO in Ha: -0.1058
Spin multiplicity: 1
Net charge: +1
Frontier orbital gap in eV: 7.133
M in g mol⁻¹: 913.49
Energy above the lowest of the compared OMol25 structures with the same formula, charge and spin in eV: 0.924

XYZ file:
```
84
Properties=species:S:1:pos:R:3:forces:R:3
Zr -0.02942 0.59650 0.27275 -1.0 0.1 -2.4
O 1.61902 4.48371 0.43598 0.0 0.0 0.0
C 0.92548 3.48975 0.52319 -0.2 0.1 0.0
N 1.30383 2.18381 0.47259 0.6 0.6 0.4
C 2.65739 1.75300 0.55952 0.2 -0.1 0.0
C 3.77330 2.58369 0.46219 0.0 0.1 -0.1
C 5.04834 2.04951 0.57082 0.0 0.0 0.0
C 5.22842 0.69330 0.78544 0.0 0.0 0.0
C 4.12853 -0.14243 0.89034 0.0 0.0 -0.1
C 2.84327 0.36662 0.76354 0.2 0.1 0.0
N 1.68032 -0.48468 0.80397 0.5 0.4 0.7
C 1.62525 -1.34878 1.88377 0.0 -0.4 0.0
O 2.42206 -1.40654 2.79544 0.1 0.0 -0.1
C 0.43835 -2.29414 1.90079 0.1 -0.1 -0.1
C 0.29046 -3.13260 2.99425 0.0 0.0 0.0
C -0.78426 -4.00708 3.02923 0.0 0.0 -0.1
C -1.66372 -4.01281 1.96245 0.0 -0.1 0.0
C -1.42870 -3.15087 0.90406 0.0 0.1 -0.2
N -0.39983 -2.30929 0.85469 0.2 -0.1 0.5
C -0.56905 3.64167 0.71790 0.1 0.2 0.1
C -1.09609 4.89802 0.95070 0.0 0.0 0.0
C -2.46158 5.02035 1.14746 0.0 -0.1 0.0
C -3.24496 3.87751 1.10101 0.0 0.1 -0.1
C -2.63403 2.65907 0.87689 -0.1 -0.2 -0.1
N -1.31984 2.53295 0.68596 0.4 0.6 0.4
H 3.63584 3.64172 0.31401 0.0 0.0 0.0
H 5.90261 2.70820 0.49059 0.0 0.0 0.0
H 6.22294 0.28028 0.88562 0.0 0.0 0.0
H 4.26185 -1.19686 1.07766 0.0 0.0 0.0
H 1.02762 -3.08783 3.78348 0.0 0.0 0.0
H -0.92940 -4.66787 3.87298 0.0 0.0 0.0
H -2.53118 -4.65676 1.94715 0.0 0.0 0.0
H -2.10191 -3.13792 0.05289 0.0 0.0 0.0
H -0.42062 5.74096 0.97599 0.0 0.0 0.0
H -2.90885 5.98724 1.33452 0.0 0.0 0.0
H -4.31494 3.92522 1.24392 0.0 0.0 0.0
H -3.21911 1.74902 0.84933 0.0 0.0 0.0
C 1.30308 -0.50864 -2.70241 -0.2 -0.1 0.1
C -0.09738 -1.13980 -2.67962 0.2 0.3 -0.1
N -0.85560 -0.69681 -1.49753 -0.4 -0.7 0.5
C -2.28483 -0.46510 -1.76745 0.0 0.2 -0.3
C -2.48678 0.76122 -2.66348 0.1 0.1 0.1
S -1.41595 2.16199 -2.19172 0.0 -0.2 -0.2
C -0.06697 2.09574 -3.41419 0.0 0.1 0.2
C 1.28223 1.94287 -2.73065 -0.2 0.0 -0.1
N 1.34944 0.72662 -1.90861 0.3 0.0 0.1
H 1.60865 -0.32492 -3.73620 0.0 0.0 0.0
H 2.02139 -1.20415 -2.27475 0.0 0.0 0.1
H -0.00180 -2.22681 -2.68318 -0.1 0.0 0.0
H -0.65092 -0.86066 -3.57471 0.0 0.0 0.0
H -0.76377 -1.43300 -0.78069 -0.2 -0.3 -0.3
H -2.78437 -0.30399 -0.81467 0.0 -0.1 0.0
H -2.74696 -1.33532 -2.24572 0.0 0.0 0.0
H -3.51185 1.11616 -2.57171 0.0 -0.1 -0.1
H -2.30864 0.54884 -3.71597 0.0 0.0 0.0
H -0.08514 3.03306 -3.96733 0.0 0.0 -0.1
H -0.26602 1.28548 -4.11386 0.0 0.0 0.0
H 1.47674 2.80587 -2.09197 0.0 0.0 0.0
H 2.05759 1.92825 -3.50457 0.0 0.0 0.0
H 2.25824 0.74846 -1.45040 0.0 0.0 -0.1
C 3.35677 -4.88709 -1.80377 0.0 0.1 -0.1
Te 2.46504 -3.36176 -0.56538 0.5 -0.8 -0.4
C 2.97002 -4.67747 1.05966 -0.2 0.1 0.1
C 3.88769 -5.73107 0.49761 0.0 0.0 -0.1
C 4.54829 -6.61006 1.35288 0.0 0.0 0.0
C 5.40591 -7.57042 0.84560 0.0 0.0 0.0
C 5.60395 -7.66449 -0.52626 0.0 0.0 0.0
C 4.94131 -6.80088 -1.38066 0.0 0.0 0.0
C 4.08124 -5.82787 -0.87648 0.0 0.0 0.1
H 4.04349 -4.43374 -2.51678 0.0 0.1 0.0
H 2.58604 -5.41372 -2.36570 -0.1 0.1 0.0
H 2.06058 -5.11722 1.46891 0.0 0.0 0.0
H 3.45492 -4.09950 1.84545 0.0 0.0 0.0
H 4.39021 -6.53349 2.42219 0.0 0.0 0.0
H 5.92658 -8.24004 1.51710 0.0 0.0 0.0
H 6.28004 -8.40844 -0.92626 0.0 0.0 0.0
H 5.09126 -6.87579 -2.45120 0.0 0.0 0.0
Cl 0.22545 1.05106 2.97264 -0.2 0.0 0.7
C -1.34072 0.41347 3.53792 -0.4 0.2 -0.2
Cl -2.41095 1.76268 3.96351 0.0 -0.1 0.1
C -2.04034 -0.39759 2.41655 0.0 0.1 0.4
O -2.84599 -1.22821 2.73118 0.0 0.0 -0.1
O -1.70340 -0.06327 1.19940 -0.7 -0.1 0.5
H -1.19366 -0.17808 4.43338 0.1 -0.1 -0.1
```
Forces are in eV/Å.

These are the Löwdin partial charges, in e, on atoms 1 to 6: atom 1 (Zr): 1.727, atom 2 (O): 0.087, atom 3 (C): -0.468, atom 4 (N): -0.128, atom 5 (C): -0.232, atom 6 (C): -0.003

***

3.
C34H35F3N2O in the gas phase, computed with ωB97M-V/def2-TZVPD.

Values from the calculation:
E_LUMO in Ha: 0.0295
SMILES string: FC(F)(F)c1ccccc1O[C@H](/C=C/c1cc2c3c(c1)CCCN3CCC2)c1cc2c3c(c1)CCCN3CCC2
Spin multiplicity: 1
Frontier orbital gap in eV: 7.519
M in g mol⁻¹: 544.66

XYZ file:
```
75
Properties=species:S:1:pos:R:3:forces:R:3
F -2.24473 1.21480 -1.88870 0.3 -0.7 -0.1
C -1.97182 -0.10136 -2.09920 0.8 0.1 0.6
F -0.98079 -0.17001 -3.04194 -0.8 0.4 0.8
F -1.44044 -0.59995 -0.93079 -0.3 0.8 -1.0
C -3.18160 -0.86813 -2.52044 0.0 -0.6 -0.4
C -4.45537 -0.30909 -2.62014 0.3 -0.3 -0.2
C -5.48304 -1.07808 -3.16848 -0.2 0.0 0.0
C -5.24212 -2.38196 -3.61549 0.2 0.1 0.3
C -3.98159 -2.95516 -3.46135 -0.1 0.1 0.0
C -2.95120 -2.20444 -2.90539 0.0 -0.2 0.6
O -1.70348 -2.73366 -2.70862 -0.5 1.0 -0.8
C -1.52720 -3.91856 -1.91308 0.3 -0.3 -0.5
C -1.64437 -3.59871 -0.45948 -0.5 0.2 0.5
C -2.79970 -3.39703 0.20159 0.9 -0.5 -0.8
C -2.88208 -3.18184 1.63259 -0.3 0.5 1.5
C -1.79170 -3.36210 2.52312 -0.7 0.2 -0.2
C -1.91374 -3.14608 3.89482 -0.8 0.2 -0.2
C -3.17512 -2.77182 4.44804 0.0 -0.2 -1.4
C -4.27551 -2.57688 3.56389 0.8 -0.2 0.1
C -4.11081 -2.76521 2.20066 0.9 -0.4 -0.2
C -5.60471 -2.18009 4.11665 -0.4 0.3 0.1
C -5.80483 -2.66542 5.54814 0.0 -0.2 -0.1
C -4.61076 -2.32381 6.41544 -0.1 0.4 0.1
N -3.33977 -2.62409 5.79406 -0.1 0.1 0.6
C -2.26780 -2.79550 6.74583 0.1 -0.4 0.1
C -0.89589 -2.57895 6.13989 0.0 0.2 -0.2
C -0.74521 -3.32728 4.81380 0.4 -0.3 0.3
C -0.14696 -4.41489 -2.29522 -0.2 0.0 -0.2
C 1.00685 -3.71169 -1.92592 0.0 -0.6 0.1
C 2.26746 -4.25986 -2.14637 -0.4 -0.3 -0.6
C 2.39095 -5.47761 -2.86808 -1.2 0.1 0.1
C 1.21419 -6.17082 -3.26123 0.6 0.8 0.1
C -0.02197 -5.58717 -3.03762 0.0 0.3 0.8
C 1.28935 -7.51274 -3.90658 -0.2 -0.4 -0.6
C 2.64851 -8.19004 -3.76835 -0.1 0.0 0.2
C 3.78978 -7.20573 -3.93049 0.0 0.1 -0.4
N 3.62216 -5.99140 -3.16844 0.5 -0.3 0.2
C 4.86614 -5.28552 -2.95251 0.3 -0.2 0.3
C 4.68472 -3.82219 -2.60508 -0.2 0.2 -0.2
C 3.51979 -3.62881 -1.63241 0.4 0.2 0.2
H -4.61648 0.71877 -2.28946 0.0 -0.4 -0.2
H -6.48331 -0.65512 -3.26085 0.3 -0.1 0.0
H -6.03395 -2.97624 -4.06919 0.1 0.2 0.1
H -3.77934 -3.97891 -3.78063 -0.1 0.3 0.1
H -2.25624 -4.68465 -2.21577 0.0 0.2 0.1
H -0.68668 -3.48893 0.05074 -0.3 -0.1 0.0
H -3.75036 -3.42631 -0.34236 0.2 -0.1 0.1
H -0.82839 -3.69452 2.12794 -0.3 0.1 0.2
H -4.95438 -2.60077 1.53044 0.0 0.0 0.2
H -6.39201 -2.58944 3.47551 0.0 0.2 0.1
H -5.70118 -1.08323 4.09131 0.0 -0.2 0.0
H -5.95410 -3.75060 5.55199 0.0 0.1 0.0
H -6.69502 -2.20222 5.97857 0.0 -0.1 0.0
H -4.66692 -2.87085 7.36616 0.0 0.0 -0.2
H -4.64350 -1.25107 6.67568 0.0 -0.1 0.0
H -2.32249 -3.80830 7.18318 0.0 0.1 0.0
H -2.43240 -2.09286 7.57243 0.1 -0.1 -0.1
H -0.73511 -1.50655 5.97765 0.0 -0.1 0.0
H -0.14357 -2.92389 6.85407 0.0 0.1 -0.1
H 0.16763 -2.98741 4.31093 -0.1 -0.1 0.1
H -0.60922 -4.39870 5.03305 0.0 0.2 -0.1
H 0.91720 -2.74115 -1.43263 0.1 -0.3 0.0
H -0.93126 -6.07229 -3.39718 0.2 -0.1 0.2
H 1.03615 -7.41976 -4.97336 0.0 0.0 0.1
H 0.52003 -8.15246 -3.45650 0.1 0.0 -0.2
H 2.75038 -8.96005 -4.53539 0.0 -0.1 0.1
H 2.71695 -8.67782 -2.79064 0.0 0.1 -0.1
H 3.90318 -6.94758 -4.99925 0.0 -0.1 0.1
H 4.73265 -7.66791 -3.61394 -0.1 0.0 -0.1
H 5.42759 -5.79942 -2.15288 0.0 0.1 -0.1
H 5.47854 -5.38337 -3.86102 -0.1 0.1 0.1
H 5.61755 -3.44519 -2.17847 -0.1 0.0 -0.1
H 4.49163 -3.26466 -3.52950 0.0 0.0 0.2
H 3.35767 -2.56419 -1.44311 0.0 -0.1 0.1
H 3.78209 -4.09808 -0.66893 0.0 0.1 -0.2
```
Forces are in eV/Å.

These are the Löwdin partial charges, in e, on atoms 1 to 6: atom 1 (F): 0.119, atom 2 (C): -0.502, atom 3 (F): 0.128, atom 4 (F): 0.118, atom 5 (C): -0.053, atom 6 (C): -0.006